No. 1
Molecular formula: C42H50N4O2P2SbSe4Y
Method: DFT, ωB97M-V with the def2-TZVPD basis set

```
106
Properties=species:S:1:pos:R:3
C 2.0139 -0.2462 -2.9539
Se -2.2340 4.6491 4.7266
C 2.4846 -0.7280 3.2512
H 3.6620 -2.8509 -1.6306
Y -0.6149 0.4102 0.6085
H 0.7441 -2.5756 -6.1972
H -3.0154 2.8481 -4.8423
C 1.9085 1.9967 3.6700
C -2.7760 -1.9311 1.8175
H -0.2228 -4.6305 -1.2455
H -4.6258 2.6208 3.8034
C -3.3856 -3.1558 2.0613
C -3.4375 -5.7125 1.9283
O -2.7376 -6.6841 1.5903
C -2.7868 -4.3308 1.6544
C -4.1249 -0.7170 -3.3992
C -2.5031 1.9823 -4.4158
H 4.1762 -2.0563 3.3864
C -1.5782 -4.2232 0.9865
C -4.6136 -0.6692 2.9641
C -2.0573 3.3925 -2.4132
H -4.8668 -1.5091 -3.2652
H 3.1896 2.6432 5.2563
H -3.6823 2.0160 -2.6104
H -4.3243 -3.2467 2.5852
P -1.8910 0.6129 -1.9821
H -2.4549 4.1931 -3.0427
C 1.3219 3.3735 3.3794
C 1.7666 -3.8910 -1.5722
H 6.6992 2.1820 1.3843
H 2.7720 -1.1788 -4.7042
H 0.5173 -1.6697 3.4578
H -3.6538 -0.8785 -4.3704
C 0.2091 -2.9096 -0.0458
C 1.5675 -1.9519 3.3571
H 1.6319 4.0615 4.1708
H -3.0842 -2.9410 -1.9300
C 2.7529 1.2041 0.8739
H 2.5382 -0.3151 4.2626
Se 0.6879 4.2457 -0.2907
C 2.6684 -2.9011 -1.2075
C 4.0407 1.6826 1.1582
C 3.3066 2.1766 4.2754
H 2.0269 -4.6447 -2.3040
H 3.8670 1.2497 4.4148
H 4.6384 -0.3793 3.0806
Se -4.3730 5.4062 1.4854
N -1.6167 -1.8217 1.1367
C 0.5194 -3.8864 -0.9866
H 6.9015 2.8406 -0.2418
H 2.9981 -0.2113 -2.5115
C -0.4390 -0.4250 -4.1199
C 2.2931 1.2484 -0.4746
N -2.6376 0.4431 2.2257
H 6.1431 3.8133 1.0163
C 1.8840 -0.8003 -4.2050
H 1.2891 1.5154 4.4403
H 3.9008 2.8605 3.6702
C -5.1066 0.5200 3.4852
H -5.1970 -1.5734 3.0393
C 0.6414 -0.9026 -4.8322
H -2.3275 3.6094 -1.3832
C -0.3495 0.1476 -2.8457
H -6.0803 0.5403 3.9584
C -3.1056 1.5696 2.7668
H -4.6558 0.2336 -3.4269
H -0.9676 3.4205 -2.4700
H 1.6547 -2.5983 2.4890
C -3.1086 -0.7969 -2.2608
H 2.9020 -1.1039 -0.0608
H -1.4208 -0.5012 -4.5742
N 1.0652 0.7328 -0.9048
C -3.3738 -0.6762 2.3471
Sb -2.1371 5.5072 2.4231
O -4.5710 -5.6554 2.4348
H 1.6663 3.7688 2.4205
C 0.4887 -1.5124 -6.1995
C 6.2285 2.7995 0.6165
C 4.3818 2.3801 -1.0695
H -2.4856 2.4522 2.7068
H 0.2362 3.3631 3.3662
C 3.8977 -1.1444 2.8497
C -2.6234 2.0587 -2.8932
P 1.7037 0.7167 2.3146
H -2.0907 -2.4105 -3.2970
C -1.0577 -2.9736 0.7115
H -2.9364 1.0867 -4.8563
H 2.7567 2.0729 -2.3921
H 1.1369 -1.0233 -6.9305
C 2.2496 -1.9268 -0.3187
H 4.9665 2.8909 -1.8283
C -4.3369 1.6584 3.4024
H 4.4026 1.6028 2.1714
Se -0.9571 3.0416 0.8766
C 3.1392 1.8983 -1.3972
C 4.8805 2.2553 0.2257
H -1.0720 -5.1327 0.6949
H -0.5392 -1.4196 -6.5527
C 0.9209 0.2702 -2.2080
C -2.4110 -2.1569 -2.2852
H -3.6846 -0.7459 -1.3291
H 1.8432 -2.5389 4.2377
H -1.5174 -2.1701 -1.6659
N 1.0498 -1.9177 0.2586
H 3.9725 -1.3525 1.7823
H -1.4551 2.0408 -4.7141
```

The HOMO-LUMO gap is 4.5 eV. The value obtained for the energy above the lowest of the compared OMol25 structures with the same formula, charge and spin is 44.0 kcal per mole. The spin multiplicity is 1. Its HOMO energy is -0.0506 Eh. The calculation puts the LUMO energy at 3.2 eV. For the total energy, the calculation gives -341972.73307 eV. The net charge is -2.

---

No. 2
Molecular formula: C42H50O26
Method: DFT, ωB97M-V with the def2-TZVPD basis set

```
118
Properties=species:S:1:pos:R:3
H -1.3559 -6.7835 -6.2424
H 2.8405 -3.0731 3.0291
O 5.8809 6.8628 -2.7340
O -0.6549 -4.7538 -6.1745
O -0.7338 3.3972 2.5497
C -3.8711 3.5993 -0.3229
H -0.0986 2.4784 -3.5400
O 5.9772 -6.0908 1.8427
C 6.0651 4.9121 0.2952
C 1.1110 -4.4175 5.6817
H 0.6703 0.0217 -2.3820
O 0.5890 -0.9729 -0.6047
C 1.4835 -2.1020 4.1507
H -1.1693 -1.2802 0.6823
C -5.6773 -2.6515 7.0005
O -4.3087 -2.1771 7.3650
C -1.8614 5.6424 -4.6073
H -3.0520 -3.0699 5.8070
C -1.9138 -4.2168 -5.8848
O 3.4791 -1.7051 -0.4925
C -3.2771 -2.1416 6.3320
H -6.2626 -2.8490 7.8986
H 6.0022 -2.0039 -0.3086
H -1.3428 -5.9446 -7.6593
C 0.4992 1.5843 -0.7898
O -1.0790 3.0685 -7.0373
H -0.6701 5.7056 1.8267
C -1.2691 4.9728 -5.6810
C 0.2235 0.1862 -1.4015
O 3.4920 5.2100 -2.8752
H 6.6259 3.8759 1.8360
H -2.9182 -2.9577 -4.5517
H 7.1933 6.5479 -0.4704
H -4.1780 -1.3985 2.0189
C -0.1138 -1.0179 0.6095
C 2.1300 -4.4905 4.6202
O -1.5805 6.9545 -4.3240
H -0.6483 5.5580 -6.3432
H -2.1171 1.3494 1.7580
H -2.7637 -4.8903 -5.7740
H 6.8996 -5.8289 1.7955
H 3.8536 5.6864 -3.6262
C -1.5988 3.6112 -6.1012
H -0.8479 0.1127 -1.5878
H 3.3076 3.3770 -1.0182
C -3.1617 3.6364 -4.1278
C 5.4756 -2.8536 0.1003
H -4.7592 1.3932 -0.4375
H -1.2651 -3.6684 -1.3845
H -6.1133 -1.9805 6.2604
H -1.0076 -2.2411 -2.3185
H -0.1802 -3.2231 6.8295
C -3.5902 -1.2145 2.9182
C -2.3995 2.2908 1.3102
C 0.5272 -1.9501 5.2633
H 1.1612 -0.2366 3.9332
O 7.4047 -3.9948 0.7980
C -2.5468 2.9826 -5.1294
C 4.0308 -4.9362 1.1070
C 4.0077 4.1825 -0.8523
C -0.0520 3.0693 -2.6252
O -4.0131 1.1654 0.1221
C -0.7467 -6.0366 -6.7514
H -2.1805 -3.6258 -6.7609
C -2.0817 4.7558 1.0153
O -3.8640 5.6732 -3.1985
C 3.2360 -3.8571 0.5948
O -1.2227 -3.8694 -3.5395
H -5.6182 -3.6644 6.6022
O -1.4677 5.8961 1.3276
C -3.0519 5.0524 -3.8762
H -3.8142 -0.1568 3.0563
O 0.8796 2.4879 -1.7642
H -2.5162 -1.3020 2.7540
H 1.3943 1.5090 -0.1725
O 0.9579 -5.4654 6.5478
C 2.2089 -3.2031 3.8955
O -4.8321 3.7615 -1.0323
C 0.3887 -3.2655 5.9125
H 0.3584 4.0593 -2.8244
H 0.4001 -1.8424 1.1036
H 0.2229 -6.5245 -6.8514
H 2.5287 -1.7493 -0.3645
H -1.1203 -2.5465 -4.8036
C -3.3194 2.2947 0.3638
O -0.2422 -1.0548 5.4802
C 4.9144 3.9946 0.3322
H -0.3288 2.0160 -0.2276
H -2.5695 -3.0687 -2.2626
C 6.3540 5.8839 -0.6156
O 6.7515 4.7337 1.4237
O 1.6810 -0.9278 3.5165
C 5.3546 -5.0101 1.2876
C 4.3281 5.1361 -1.8240
H 0.2837 -0.3240 1.3502
O 2.8464 -5.4276 4.2481
C -1.6613 3.4933 1.7393
H -2.3886 -1.7379 6.8176
H -3.7263 3.1039 -3.3767
H -1.7767 7.2612 -3.4357
C 6.1870 -3.9525 0.7767
C -1.4931 -3.2165 -2.3499
C 5.5307 6.0541 -1.8454
C -1.8902 -3.3043 -4.6582
O 1.9518 -3.8199 0.4871
O 4.6825 3.1521 1.2415
H 1.6846 -6.0859 6.4558
H -2.3179 1.3654 -6.1714
C -3.6595 -1.1342 5.3178
H -4.4069 -0.4553 5.7285
O -4.1272 -1.7761 4.1622
C -3.0264 4.7802 0.0380
H 3.4342 -5.6787 1.6160
H -3.1052 5.7384 -0.4539
C 4.1155 -2.7747 0.0302
H -2.7914 -0.5131 5.0968
O -2.8129 1.6417 -5.3966
H -0.9942 3.2071 -2.0947
```

The HOMO-LUMO gap is 7.4 eV. The value obtained for the energy above the lowest of the compared OMol25 structures with the same formula, charge and spin is 0.0 kcal per mole. The spin multiplicity is 1. Its HOMO energy is -0.3480 Eh. The calculation puts the LUMO energy at -2.1 eV. For the total energy, the calculation gives -97586.64180 eV.